Below is the ion C23H39N4O4 with charge +1, with properties calculated with the ωB97M-V functional and the def2-TZVPD basis.

Summary:
2S+1 ... 1
LUMO energy ... -1.959 eV
Charge ... +1
Energy ... -1419.55652 Eh
Gap between HOMO and LUMO ... 8.26 eV
HOMO energy ... -10.2196 eV

CARTESIAN COORDINATES (ANGSTROEM)
C -1.768060 -5.444744 -0.222444
C -2.457072 -4.098604 -0.074649
O -1.514534 -3.090296 -0.420088
C -1.913554 -1.783685 -0.422654
C -3.153653 -1.301995 -0.034687
C -3.471399 0.060702 -0.085826
N -4.679733 0.514146 0.368849
C -5.506104 -0.294214 1.242970
C -6.294849 0.641991 2.171071
O -7.073674 1.559592 1.450463
C -6.260694 2.349635 0.616285
C -5.480495 1.476796 -0.367800
C -2.476718 0.972103 -0.553497
O -2.791065 2.293352 -0.512919
C -1.921173 3.261144 -1.075459
C -1.957006 3.277286 -2.599806
C -1.249077 0.483271 -0.955885
C -0.968860 -0.876269 -0.891653
N 0.326838 -1.392615 -1.299879
C 1.414485 -1.301509 -0.286045
C 2.142050 -2.638308 -0.207650
C 2.322335 -0.176698 -0.847391
O 2.096985 0.153270 -2.017043
N 3.247558 0.382731 -0.089088
C 3.596074 0.042478 1.272688
C 5.042841 -0.507291 1.291786
N 5.994022 0.414744 0.732185
C 6.414711 1.506789 1.596839
C 7.829891 1.957681 1.251553
C 5.598689 0.798464 -0.602447
C 4.163510 1.356340 -0.664234
H -2.465571 -6.237522 0.027888
H -1.429375 -5.586817 -1.245406
H -0.912288 -5.508514 0.444710
H -3.323735 -4.036606 -0.743168
H -2.790963 -3.952327 0.959579
H -3.909030 -1.996232 0.287625
H -4.878993 -0.937370 1.860445
H -6.212643 -0.908419 0.666444
H -6.985986 0.066324 2.788481
H -5.585560 1.178499 2.820328
H -6.930622 3.024382 0.082443
H -5.553244 2.935989 1.221145
H -4.846609 2.097881 -0.992183
H -6.196205 0.934525 -1.003218
H -0.898073 3.124596 -0.704775
H -2.300572 4.209294 -0.686541
H -1.627398 2.327982 -3.014968
H -2.969439 3.469719 -2.945095
H -1.307911 4.065707 -2.968858
H -0.476248 1.143887 -1.313156
H 0.182353 -2.367027 -1.584099
H 0.760241 -0.800237 -2.088042
H 0.978539 -1.021628 0.675991
H 2.929609 -2.619722 0.539075
H 1.440209 -3.424329 0.064396
H 2.593117 -2.880107 -1.168302
H 2.901605 -0.679412 1.695500
H 3.555784 0.957607 1.872324
H 5.325692 -0.750680 2.316371
H 5.078815 -1.426035 0.695741
H 5.733345 2.370489 1.550324
H 6.410505 1.133936 2.623079
H 8.178777 2.670035 1.993686
H 7.871539 2.435558 0.276798
H 8.497120 1.101016 1.245275
H 6.291037 1.545093 -0.986814
H 5.659893 -0.087254 -1.242794
H 3.868465 1.548379 -1.695159
H 4.091579 2.283069 -0.088647

Force components x, y, z for each atom (eV/Å):
C -0.1 0.4 0.0
C -0.2 -0.5 0.1
O 0.2 0.3 -0.1
C 0.5 0.2 -0.2
C 0.0 -0.1 0.0
C 0.4 0.0 -0.2
N 0.0 0.2 0.3
C -0.2 0.2 0.3
C 0.2 -0.4 0.1
O -0.2 0.0 0.0
C 0.2 0.0 -0.4
C -0.3 0.4 -0.1
C 0.0 -0.1 0.0
O -0.2 -0.3 0.2
C 0.2 0.3 -0.3
C -0.1 -0.1 0.4
C 0.0 -0.1 0.0
C -0.6 -0.1 0.2
N -0.1 0.1 -0.4
C 0.5 0.0 0.3
C -0.1 0.1 0.0
C -0.5 -0.1 0.1
O 0.1 0.1 -0.2
N 0.0 0.1 -0.1
C 0.4 -0.4 0.4
C -0.4 0.1 0.1
N 0.1 -0.2 0.1
C 0.3 0.1 -0.1
C -0.2 0.0 0.1
C -0.2 0.1 -0.1
C 0.5 0.2 -0.4
H -0.1 -0.1 0.0
H 0.0 0.0 -0.1
H 0.1 0.0 0.1
H 0.1 0.1 0.1
H 0.0 0.1 -0.1
H -0.1 -0.1 0.0
H 0.0 0.0 0.0
H 0.0 -0.1 0.0
H 0.1 0.0 0.0
H 0.0 -0.1 0.0
H 0.1 0.0 0.0
H 0.0 0.0 -0.1
H -0.1 -0.1 0.0
H 0.0 0.1 0.0
H -0.1 0.0 0.1
H 0.1 -0.1 0.0
H 0.0 0.0 -0.1
H -0.1 0.0 -0.1
H 0.1 0.1 -0.1
H 0.1 0.2 -0.1
H 0.1 0.2 0.0
H -0.3 -0.4 0.3
H 0.0 0.0 -0.2
H 0.1 0.0 0.0
H 0.0 -0.1 0.0
H 0.1 0.0 -0.1
H -0.1 0.0 0.0
H -0.1 -0.1 0.0
H 0.0 0.0 0.0
H -0.1 -0.1 0.1
H 0.0 0.0 0.1
H -0.1 0.0 0.0
H 0.1 0.1 0.0
H 0.1 0.1 -0.1
H 0.1 -0.1 0.0
H 0.0 0.0 -0.1
H 0.0 0.1 -0.1
H 0.0 0.0 0.1
H -0.1 0.0 0.0

Below is a cluster of 3 separate species, C6H12Cl6 in total, with properties calculated with the ωB97M-V functional and the def2-TZVPD basis.

Summary:
2S+1 ... 1
LUMO energy ... 0.628 eV
Charge ... 0
Energy ... -2996.94658 Eh
Gap between HOMO and LUMO ... 11.39 eV
HOMO energy ... -10.7631 eV

CARTESIAN COORDINATES (ANGSTROEM)
Cl 7.488466 5.088132 9.547616
C 7.826309 4.857322 7.799405
C 8.642389 6.005396 7.326548
Cl 9.032377 5.932498 5.566256
H 6.838616 4.818297 7.379224
H 8.315507 3.851564 7.806752
H 9.550005 6.057810 7.906180
H 8.037960 6.969107 7.553941
Cl 6.993448 8.821564 10.042470
C 6.856697 7.892805 11.629535
C 5.624950 8.199240 12.442602
Cl 5.561535 9.808935 13.150458
H 7.636366 8.295293 12.198332
H 7.004595 6.864492 11.288837
H 5.578191 7.469111 13.319097
H 4.742394 7.848648 11.826800
Cl 5.897476 6.521196 3.631053
C 6.386099 8.239571 4.098350
C 5.929630 8.337614 5.508534
Cl 6.342075 9.889624 6.327823
H 5.871986 9.003899 3.420614
H 7.452612 8.370934 4.071629
H 6.391705 7.607083 6.199092
H 4.892118 8.355979 5.699814

Force components x, y, z for each atom (eV/Å):
Cl 0.1 0.1 0.3
C 0.0 -1.6 0.8
C -0.9 2.0 0.2
Cl -0.2 -0.1 0.7
H -0.2 -0.2 -0.6
H -0.3 1.0 -0.6
H 0.4 0.1 -0.1
H 1.1 -1.5 -0.6
Cl -0.4 -0.2 0.6
C -0.3 0.8 -1.1
C -1.5 -3.0 -0.1
Cl -0.1 0.0 -0.4
H 1.7 0.0 0.6
H -0.3 0.2 0.7
H 0.4 0.9 -1.0
H 0.5 1.3 0.7
Cl 0.4 1.1 -0.2
C -1.4 0.3 -0.7
C 0.7 0.3 2.1
Cl 0.5 0.5 -0.3
H 0.7 -1.3 0.9
H 0.4 -0.3 -0.4
H -0.2 0.0 -0.9
H -1.2 -0.6 -0.5

Below is a structure of composition C5H8O2, with properties calculated with the ωB97M-V functional and the def2-TZVPD basis.

Summary:
2S+1 ... 1
LUMO energy ... 0.894 eV
Charge ... 0
Energy ... -345.60636 Eh
Gap between HOMO and LUMO ... 9.57 eV
HOMO energy ... -8.6761 eV

CARTESIAN COORDINATES (ANGSTROEM)
C 0.625456 -0.285576 1.663482
C 0.165519 -0.112658 0.342536
O -0.472961 1.657418 0.726401
C 0.919260 0.149410 -0.969444
C -0.306568 -0.413828 -1.697025
O -0.488501 -1.737733 -1.197134
C -1.015142 -0.653015 -0.439576
H 0.028913 -0.911939 2.325269
H 1.701947 -0.318523 1.817847
H 0.097994 1.022267 1.640826
H -1.431372 1.683846 0.887783
H 1.101538 1.212773 -1.125496
H 1.835675 -0.431493 -1.105550
H -0.692219 -0.189736 -2.685430
H -2.069537 -0.671213 -0.184490

Force components x, y, z for each atom (eV/Å):
C 0.1 -0.3 -0.2
C 0.3 -0.2 0.2
O -0.3 0.1 0.2
C 0.1 0.0 0.0
C 0.0 0.2 -0.3
O 0.1 -0.1 0.0
C -0.3 0.1 0.2
H 0.1 0.1 -0.1
H -0.2 0.0 0.0
H -0.2 0.2 -0.2
H 0.2 0.1 0.0
H 0.0 -0.1 0.0
H -0.1 0.1 0.0
H 0.1 0.0 0.2
H 0.2 0.0 0.0

Below is a cluster of 4 separate species, C14H38N4O6 in total, with properties calculated with the ωB97M-V functional and the def2-TZVPD basis.

Summary:
2S+1 ... 1
LUMO energy ... 0.705 eV
Charge ... 0
Energy ... -1226.57928 Eh
Gap between HOMO and LUMO ... 9.32 eV
HOMO energy ... -8.6099 eV

CARTESIAN COORDINATES (ANGSTROEM)
C -11.679279 -9.423170 5.684849
O -12.492561 -10.281400 4.965343
C -12.579230 -11.578663 5.454404
C -13.808565 -11.833659 6.317676
N -13.699509 -11.145288 7.566321
C -12.871825 -11.852399 8.598444
C -13.454937 -11.632447 9.993817
O -14.325149 -12.653828 10.414281
C -15.586017 -12.586698 9.804893
H -10.652264 -9.776728 5.710160
H -12.095874 -9.168864 6.659647
H -11.843279 -8.480103 5.194351
H -11.645032 -11.898689 5.983520
H -12.620400 -12.228129 4.556778
H -13.873272 -12.912556 6.356055
H -14.679141 -11.487867 5.759393
H -14.620468 -11.040655 7.934595
H -11.831288 -11.569337 8.459278
H -12.915861 -12.909243 8.439447
H -13.796636 -10.620035 10.134848
H -12.641602 -11.649531 10.765303
H -16.020856 -11.569544 9.781442
H -16.206586 -13.291452 10.388013
H -15.484095 -12.926100 8.767247
C -13.964122 -7.936781 11.901790
O -13.018898 -8.848728 11.584150
C -12.005955 -8.895186 12.565125
C -10.928521 -7.880790 12.218911
N -10.349358 -8.264690 10.927813
C -9.436421 -7.361630 10.321486
C -8.817667 -7.953898 9.109133
O -9.868242 -8.059009 8.126001
C -9.981487 -6.938777 7.280875
H -14.480243 -8.097418 12.863582
H -14.742327 -7.927034 11.142080
H -13.542456 -6.897047 11.926525
H -11.573977 -9.884200 12.585015
H -12.380521 -8.790230 13.577842
H -10.106749 -7.750790 12.933111
H -11.443338 -6.888489 12.251678
H -11.067791 -8.529889 10.264068
H -8.731013 -7.118422 11.110257
H -9.922808 -6.412317 10.025136
H -8.440624 -8.939097 9.370012
H -7.905674 -7.416678 8.752463
H -10.986602 -6.907578 6.859753
H -9.263863 -7.055144 6.466390
H -9.721043 -6.042934 7.840910
N -6.261359 -11.951539 11.909955
C -6.344436 -13.315378 11.734534
N -5.142308 -14.007233 11.599794
O -7.397016 -13.868970 11.826071
H -5.483167 -11.400581 11.618311
H -7.190941 -11.528608 11.963220
H -5.131481 -15.016238 11.598548
H -4.293526 -13.506648 11.832699
C -9.445753 -11.428319 10.469231
O -8.842458 -10.504012 11.384636
H -9.313238 -11.085793 9.460809
H -9.025398 -12.407704 10.630022
H -10.498212 -11.481982 10.677348
H -9.324368 -9.652368 11.277984

Force components x, y, z for each atom (eV/Å):
C -0.8 1.0 0.4
O -0.5 -0.3 -0.5
C 0.4 -1.2 -0.5
C 0.9 0.4 -1.2
N 0.4 -0.3 1.0
C -1.1 0.9 -0.6
C 2.5 -0.2 1.1
O -0.1 0.8 0.2
C -0.2 -0.7 -0.1
H 0.3 0.3 0.2
H 0.3 -0.7 0.6
H 0.8 0.6 -0.7
H -0.5 0.4 -0.1
H -0.2 0.1 0.4
H -0.3 -0.8 0.5
H 0.0 0.2 0.1
H -0.5 0.2 0.4
H 0.1 0.3 0.4
H 0.0 -1.0 -0.2
H -1.0 0.4 -0.2
H -0.4 -0.3 -0.8
H 0.1 -0.3 0.3
H 0.0 0.5 -0.5
H -0.4 -0.1 0.0
C -1.6 2.6 0.2
O 1.0 -1.5 0.1
C 1.1 -0.4 0.3
C -0.3 0.9 -0.3
N -1.0 -0.7 0.4
C 0.1 1.7 0.7
C 0.4 -0.1 -0.8
O 0.5 -0.7 0.5
C 0.6 -0.3 0.0
H 0.3 -0.2 -0.1
H 0.0 -0.1 -0.2
H -0.4 -0.6 0.1
H 0.2 -0.5 -0.5
H -0.4 0.5 0.2
H -0.2 -0.6 0.2
H 0.4 -0.3 -0.5
H -0.2 0.0 0.1
H 0.6 0.2 -0.1
H 0.1 0.0 0.2
H -0.3 -0.4 -0.3
H -0.9 0.1 0.0
H 0.1 0.1 0.2
H 0.0 0.2 -0.2
H -0.3 0.4 -0.1
N -0.6 -0.5 0.1
C 1.9 0.5 0.8
N 0.1 1.0 -0.2
O -1.8 -1.2 -0.3
H 0.2 0.1 -0.2
H 0.6 0.3 -0.2
H -0.2 0.4 0.1
H -0.2 -0.4 -0.1
C 0.2 0.7 0.9
O 0.3 -0.5 -0.1
H 0.1 0.0 -0.8
H 0.3 -0.3 0.0
H -0.7 -0.1 0.0
H -0.1 -0.2 0.0